[1]
Here is a cluster of 11 separate species, ClH20O14 in total in a non-equilibrium geometry from the Open Molecules 2025 dataset. Energies are from ωB97M-V/def2-TZVPD.

Energy above the lowest of the compared OMol25 structures with the same formula, charge and spin (kcal/mol): 38.1
LUMO energy (eV): 2.85
Charge: -1
Orbital gap (eV): 10.271

Structure (XYZ):
```
35
ClH20O14 (ωB97M-V/def2-TZVPD)
Cl 0.0558 1.0936 0.7908
O -1.3490 1.0823 0.3491
O 0.6543 2.4329 0.4719
O 0.1043 0.8018 2.2843
O 0.7794 0.0491 0.0206
O -3.5812 0.1270 -0.0749
H -3.5116 -0.7299 -0.5506
H -2.7239 0.4286 0.0934
O -1.1193 -2.0117 0.7979
H -0.9199 -1.1107 0.5155
H -1.0382 -2.5566 0.0443
O 3.7648 -0.9918 0.0992
H 3.1177 -1.7229 0.2752
H 4.5623 -1.4677 0.1980
O -0.9889 -0.7625 -2.6089
H -1.5269 0.0031 -2.5157
H -0.0758 -0.4992 -2.7212
O -1.2092 -1.2424 3.8523
H -1.1860 -0.4821 3.2647
H -0.9048 -0.9472 4.7003
O -0.0491 2.1809 -2.0831
H 0.7076 2.5562 -2.6400
H 0.1161 2.3824 -1.1829
O 1.3275 -2.1774 2.5010
H 0.4694 -1.9457 2.7993
H 1.8030 -1.6256 3.1160
O 3.1933 1.5669 0.6255
H 2.3193 1.9223 0.3654
H 3.0422 0.6375 0.8435
O -3.7165 1.3922 -2.5244
H -3.4760 1.4542 -1.6105
H -4.2632 0.6180 -2.5637
O 1.6611 -0.3934 -2.5354
H 2.3871 0.2060 -2.7778
H 1.5742 -0.2682 -1.6188
```

These are the Löwdin partial charges, in e, on atoms 1 to 2:
1 Cl 0.858
2 O -0.335

***

[2]
Here is a structure of composition C9H21AgFN3O3Pt in a non-equilibrium geometry from the Open Molecules 2025 dataset. Energies are from ωB97M-V/def2-TZVPD.

Energy above the lowest of the compared OMol25 structures with the same formula, charge and spin (kcal/mol): 0.0
LUMO energy (alpha / beta) (eV): -8.66 / -9.43
Charge: +2
Orbital gap (alpha / beta) (eV): 5.085 / 4.318
2S+1: 3

Structure (XYZ):
```
39
C9H21AgFN3O3Pt (ωB97M-V/def2-TZVPD)
Ag -0.5535 2.6726 -1.2553
Pt 1.9789 0.7046 0.2438
F -0.1338 1.0351 0.3733
C 0.8971 -1.4457 -1.6499
O 1.7173 -0.9885 -0.7848
N 1.1200 -2.5427 -2.2940
C 0.0320 -3.2273 -2.9761
C 2.3594 -3.2978 -2.0810
H -0.0907 -1.0106 -1.8027
H -0.0497 -4.2458 -2.6004
H 0.2215 -3.2657 -4.0493
H -0.9323 -2.7425 -2.8387
H 3.1651 -2.5970 -1.8760
H 2.2744 -3.9208 -1.1908
H 2.5959 -3.8582 -2.9787
C 1.4971 3.0730 1.9878
O 2.3032 2.2003 1.5433
N 1.6686 4.3489 1.8323
C 0.7998 5.2919 2.5169
C 2.9266 4.9216 1.3511
H 0.5687 2.8068 2.4970
H 0.3170 6.0365 1.8865
H 1.3681 5.8164 3.2871
H -0.0068 4.7974 3.0617
H 3.5368 5.2527 2.1896
H 3.5245 4.2074 0.7883
H 2.7199 5.7363 0.6599
C -1.7617 -2.2161 1.2050
O -1.2825 -3.2206 1.6812
N -2.9201 -2.1332 0.5130
C -3.2384 -0.8955 -0.1873
C -3.7448 -3.2887 0.3009
H -1.2315 -1.2469 1.2830
H -4.3152 -0.7752 -0.2487
H -2.8439 -1.0616 -1.2067
H -2.6793 -0.0504 0.2029
H -3.3169 -4.1413 0.8204
H -4.7914 -3.1316 0.5509
H -3.6991 -3.5977 -0.7555
```

These are the Löwdin partial charges, in e, on atoms 1 to 2:
1 Ag 0.860
2 Pt 1.320

***

[3]
Here is the molecule C4H5NO2 in a non-equilibrium geometry from the Open Molecules 2025 dataset. Energies are from ωB97M-V/def2-TZVPD.

Energy above the lowest of the compared OMol25 structures with the same formula, charge and spin (kcal/mol): 89.7
LUMO energy (eV): 0.67
Orbital gap (eV): 8.934

Structure (XYZ):
```
12
C4H5NO2 (ωB97M-V/def2-TZVPD)
C 0.6066 0.7045 -0.6994
C -0.4786 1.2867 1.1526
C 0.0590 -0.6629 -0.6801
C -0.6737 -0.9543 0.6798
N 1.4116 1.4885 -1.2123
O -0.6135 2.3482 1.6675
O -0.6981 0.0632 1.6252
H -0.6083 -0.9419 -1.3663
H 0.8702 -1.3185 -0.8175
H -1.7612 -1.3693 0.6031
H -0.0071 -1.8661 1.0373
H 1.8932 1.2218 -1.9901
```

These are the Löwdin partial charges, in e, on atoms 1 to 2:
1 C -0.132
2 C -0.304

***

[4]
Here is a cluster of 2 separate species, C2H2F3N2 in total in a non-equilibrium geometry from the Open Molecules 2025 dataset. Energies are from ωB97M-V/def2-TZVPD.

Energy above the lowest of the compared OMol25 structures with the same formula, charge and spin (kcal/mol): 44.5
LUMO energy (alpha / beta) (eV): -6.83 / -6.83
Charge: +1
Orbital gap (alpha / beta) (eV): 8.206 / 8.204

Structure (XYZ):
```
9
C2H2F3N2 (ωB97M-V/def2-TZVPD)
C -0.7858 -0.8274 -0.9865
C -1.2203 -0.6534 -2.3344
N 0.1727 1.3913 0.0777
N 0.3827 0.7780 -0.8588
F -0.3973 -0.9959 -3.2472
F -1.6880 -0.7830 -0.0480
F -2.1220 0.1135 -2.7636
H -0.1305 -1.7096 -0.9257
H -0.4505 1.3731 0.9442
```

These are the Löwdin partial charges, in e, on atoms 1 to 2:
1 C -0.175
2 C -0.289

***

[5]
Here is the molecule C6H7NO2 in a non-equilibrium geometry from the Open Molecules 2025 dataset. Energies are from ωB97M-V/def2-TZVPD.

Energy above the lowest of the compared OMol25 structures with the same formula, charge and spin (kcal/mol): 0.9
LUMO energy (alpha / beta) (eV): 0.57 / -0.61
Orbital gap (alpha / beta) (eV): 6.124 / 8.852
2S+1: 3

Structure (XYZ):
```
16
C6H7NO2 (ωB97M-V/def2-TZVPD)
C 0.7893 -1.5021 -1.3413
C -0.0992 -2.3695 -0.7705
C 1.1008 -0.1508 -1.1112
C 0.4522 1.8771 -0.5665
C -0.2973 0.0457 0.8111
C -1.2600 0.5965 1.7390
N 0.3094 0.6277 -0.1804
O -0.9204 -3.1408 -0.4776
O 2.0862 0.3736 -1.5810
H 1.4429 -2.1339 -2.0104
H 0.0418 2.7028 0.0456
H 1.2681 2.0572 -1.2293
H -0.3502 -1.0534 0.6833
H -2.0835 -0.0713 1.7563
H -1.6124 1.5562 1.4656
H -0.8678 0.5849 2.7674
```

These are the Löwdin partial charges, in e, on atoms 1 to 2:
1 C -0.001
2 C -0.171

***

[6]
Here is a structure of composition C45H59CdN5Se2Te2 in a non-equilibrium geometry from the Open Molecules 2025 dataset. Energies are from ωB97M-V/def2-TZVPD.

LUMO energy (eV): 4.05
Charge: -2
Orbital gap (eV): 4.352

Structure (XYZ):
```
114
C45H59CdN5Se2Te2 (ωB97M-V/def2-TZVPD)
Cd -0.2636 0.1844 -2.0260
C -1.7504 -2.7084 -4.6785
C -1.7919 -2.6947 -3.1523
C -3.0858 -3.3354 -2.6415
C -0.6141 -3.4096 -2.5287
C -0.2486 -4.6437 -3.0308
C 0.7505 -5.3960 -2.4413
C 1.4121 -4.8780 -1.3421
C 1.0852 -3.6473 -0.8043
C 1.9299 -3.0995 0.3253
C 3.2953 -2.6810 -0.2265
C 2.0920 -4.0848 1.4848
C 0.0379 -2.8792 -1.3834
N -0.3168 -1.6525 -0.8901
C -0.6674 -1.4994 0.4205
C -0.6642 -0.2882 1.1384
N -0.2698 0.9210 0.6798
C 0.1080 1.9172 1.5180
C 1.1707 1.7613 2.4716
C 1.6726 2.8648 3.1368
C 1.1555 4.1357 2.9561
C 0.0680 4.2824 2.1122
C -0.4773 3.2176 1.4218
C -1.7419 3.4986 0.6323
C -1.4636 3.6077 -0.8636
C -2.8472 2.4709 0.8682
C 1.8039 0.4151 2.7769
C 3.3042 0.3746 2.4577
C 1.5646 0.0166 4.2381
C -1.3594 -0.5132 2.4040
C -1.7744 0.2764 3.4578
C -2.4917 -0.3247 4.5070
C -2.7990 -1.6657 4.5358
C -2.4110 -2.5030 3.4587
C -2.6887 -3.8858 3.2795
C -2.2995 -4.5064 2.1116
C -1.6283 -3.8482 1.0706
C -1.3062 -2.5101 1.2249
C -1.7147 -1.8830 2.4336
H -2.5547 -2.0927 -5.0841
H -1.8678 -3.7145 -5.0801
H -0.7924 -2.3179 -5.0192
H -1.7779 -1.6473 -2.8238
H -3.1251 -4.3837 -2.9388
H -3.9613 -2.8239 -3.0417
H -3.1193 -3.2884 -1.5552
H -0.7662 -5.0431 -3.8944
H 1.0143 -6.3683 -2.8414
H 2.2179 -5.4539 -0.9035
H 1.4440 -2.2049 0.7227
H 3.8395 -3.5386 -0.6222
H 3.8983 -2.2124 0.5514
H 3.1595 -1.9691 -1.0383
H 2.6782 -4.9560 1.1931
H 1.1179 -4.4243 1.8307
H 2.6020 -3.5977 2.3161
H 2.4972 2.7414 3.8301
H 1.5648 4.9837 3.4921
H -0.3923 5.2609 2.0166
H -2.1279 4.4755 0.9706
H -1.0085 2.6809 -1.2060
H -0.7892 4.4394 -1.0723
H -2.3907 3.7591 -1.4185
H -2.5564 1.5129 0.4513
H -3.7609 2.8009 0.3713
H -3.0520 2.3498 1.9309
H 1.3280 -0.3483 2.1593
H 3.8461 1.1957 2.9263
H 3.4639 0.4203 1.3844
H 3.7338 -0.5615 2.8154
H 2.0145 0.7361 4.9206
H 1.9894 -0.9684 4.4399
H 0.4974 -0.0208 4.4433
H -1.5690 1.3382 3.4965
H -2.8214 0.3073 5.3262
H -3.3415 -2.0847 5.3754
H -3.2005 -4.4444 4.0567
H -2.5225 -5.5618 1.9828
H -1.3750 -4.3906 0.1718
Se -2.0344 1.4925 -3.8742
Te -0.9871 0.8239 -6.0528
Te 1.6706 0.7917 -5.4739
Se 1.7082 -0.9219 -3.6468
C 4.7588 4.5378 -1.0485
C 3.2643 4.5769 -0.7102
N 2.4151 4.0502 -1.7501
C 2.0990 4.9183 -2.8682
C 2.8822 4.5618 -4.1352
C 1.9900 2.7421 -1.7513
C 2.6174 1.7964 -0.7738
N 1.1074 2.2664 -2.5312
H 5.3268 4.9593 -0.2216
H 4.9728 5.1151 -1.9460
H 5.0855 3.5150 -1.2200
H 2.9665 5.6159 -0.5238
H 3.0795 4.0271 0.2143
H 2.3255 5.9463 -2.5711
H 1.0259 4.8767 -3.0884
H 3.9489 4.7182 -3.9900
H 2.5484 5.1750 -4.9698
H 2.7262 3.5136 -4.3943
H 3.7040 1.8393 -0.8181
H 2.2903 0.7864 -1.0224
H 2.2836 2.0063 0.2411
H 0.6622 2.9121 -3.1785
C -5.2376 -0.7270 1.6024
C -4.9153 -1.3924 0.2647
C -3.7811 -0.7841 -0.3853
N -2.9041 -0.2754 -0.9110
H -6.1338 -1.1768 2.0267
H -5.4095 0.3385 1.4684
H -4.4154 -0.8609 2.3001
H -5.7627 -1.3053 -0.4245
H -4.6873 -2.4504 0.4139
```

These are the Löwdin partial charges, in e, on atoms 1 to 2:
1 Cd 1.158
2 C -0.108

***

[7]
Here is the molecule C5H10N2O in a non-equilibrium geometry from the Open Molecules 2025 dataset. Energies are from ωB97M-V/def2-TZVPD.

Energy above the lowest of the compared OMol25 structures with the same formula, charge and spin (kcal/mol): 45.0
Structure (SMILES): CC1(C)COC(N)=N1
LUMO energy (eV): 0.87
Orbital gap (eV): 9.754

Structure (XYZ):
```
18
C5H10N2O (ωB97M-V/def2-TZVPD)
C 1.3588 1.7199 -0.6390
C 0.6388 0.6862 0.2402
C 0.7909 0.9752 1.6604
C 1.1722 -0.8240 -0.0317
O -0.0669 -1.4432 -0.3963
C -1.1174 -0.5577 -0.3249
N -2.2465 -1.2330 -0.5453
N -0.8197 0.6520 -0.0889
H 0.5832 2.7407 -0.8394
H 2.3699 1.9523 -0.0015
H 1.4420 1.2604 -1.7110
H 0.5053 0.0503 2.2392
H 0.2729 1.8491 2.0289
H 1.8104 1.0412 1.9347
H 1.9635 -1.0206 -0.7365
H 1.4953 -1.3457 0.9634
H -2.3920 -2.1942 -0.9843
H -3.1112 -0.7177 -0.7137
```

These are the Löwdin partial charges, in e, on atoms 1 to 2:
1 C -0.072
2 C -0.599

***

Number 6 is which compound?
C45H59CdN5Se2Te2

***

Which formula does entry 3 have?
C4H5NO2